#w
The following is a DFT calculation (ωB97M-V with the def2-TZVPD basis set) of C6H13N3 in the gas phase.

Computed properties:
Kohn-Sham gap = 9.3 eV
M = 127.19 Da
charge = 0
HOMO level = -8.3 eV
SMILES string = C=C[C@H](N)C(N)(N)C=C

Last columns: bonded neighbours and bond lengths (Å).
Atoms and positions in Å:
1 C -0.260 -2.486 -1.446  C2 1.323, H10 1.082, H11 1.082
2 C 0.342 -1.915 -0.416  C1 1.323, C3 1.670, H12 1.087
3 C -0.248 -0.660 0.515  C2 1.670, N4 1.440, C5 1.519, H13 1.093
4 N -1.688 -0.656 0.528  C3 1.440, H14 1.014, H15 1.014
5 C 0.289 0.591 -0.160  C3 1.519, N6 1.406, N7 1.417, C8 1.746
6 N -0.377 0.815 -1.377  C5 1.406, H16 1.011, H17 1.012
7 N 1.701 0.686 -0.249  C5 1.417, H18 1.011, H19 1.011
8 C -0.287 1.640 1.112  C5 1.746, C9 1.322, H20 1.084
9 C 0.480 2.437 1.835  C8 1.322, H21 1.083, H22 1.082
10 H -1.246 -2.185 -1.774  C1 1.082
11 H 0.159 -3.333 -1.973  C1 1.082
12 H 1.338 -2.240 -0.130  C2 1.087
13 H 0.213 -0.822 1.492  C3 1.093
14 H -2.101 -0.833 -0.381  N4 1.014
15 H -2.074 -1.344 1.165  N4 1.014
16 H 0.067 0.417 -2.194  N6 1.011
17 H -0.870 1.697 -1.446  N6 1.012
18 H 2.104 0.360 -1.116  N7 1.011
19 H 2.175 0.476 0.619  N7 1.011
20 H -1.365 1.747 1.157  C8 1.084
21 H 1.560 2.354 1.812  C9 1.083
22 H 0.085 3.253 2.426  C9 1.082

These are the Löwdin partial charges, in e, on atoms 1 to 6: -0.031, -0.112, -0.348, 0.036, -0.586, 0.100

#x
The following is a DFT calculation (ωB97M-V with the def2-TZVPD basis set) of 2 unconnected molecules or ions with the total composition C6H13N3.

Computed properties:
Kohn-Sham gap = 9.0 eV
M = 127.19 Da
charge = 0
HOMO level = -8.5 eV
SMILES string = C=C(C)C.CNN=C=N

Last columns: bonded neighbours and bond lengths (Å).
Atoms and positions in Å:
1 C -1.332 -0.625 -0.615  C2 1.389, H5 1.085, H6 1.085
2 C -0.985 0.207 0.442  C1 1.389, C3 1.504, C4 1.503
3 C -1.494 1.621 0.485  C2 1.504, H7 1.093, H8 1.094, H9 1.092
4 C -0.579 -0.382 1.764  C2 1.503, H10 1.095, H11 1.089, H12 1.092
5 H -2.092 -0.273 -1.304  C1 1.085
6 H -1.392 -1.691 -0.420  C1 1.085
7 H -2.378 1.681 1.125  C3 1.093
8 H -1.773 1.983 -0.508  C3 1.094
9 H -0.747 2.301 0.898  C3 1.092
10 H -1.405 -0.298 2.479  C4 1.095
11 H -0.304 -1.433 1.689  C4 1.089
12 H 0.262 0.150 2.214  C4 1.092
13 C 1.691 -1.563 -1.427  N14 1.468, H18 1.094, H19 1.098, H20 1.087
14 N 0.956 -0.435 -2.012  C13 1.468, N15 1.331, H21 1.245
15 N 1.173 0.725 -1.397  N14 1.331, C16 1.252
16 C 1.370 0.973 -0.186  N15 1.252, N17 1.233
17 N 2.015 1.558 0.688  C16 1.233, H22 1.011
18 H 2.766 -1.363 -1.464  C13 1.094
19 H 1.413 -1.718 -0.375  C13 1.098
20 H 1.468 -2.452 -2.009  C13 1.087
21 H -0.221 -0.644 -1.662  N14 1.245
22 H 1.588 1.680 1.595  N17 1.011

These are the Löwdin partial charges, in e, on atoms 1 to 6: -0.052, -0.397, -0.068, -0.069, 0.089, 0.085

#y
The following is a DFT calculation (ωB97M-V with the def2-TZVPD basis set) of C6H13N3 in the gas phase.

Computed properties:
Kohn-Sham gap = 9.1 eV
M = 127.19 Da
charge = 0
HOMO level = -8.2 eV
SMILES string = [H]/N=C(N)/C(C)=C(\N)CC

Last columns: bonded neighbours and bond lengths (Å).
Atoms and positions in Å:
1 H 3.791 0.397 0.961  N2 1.023
2 N 2.808 0.676 0.914  H1 1.023, C3 1.271
3 C 2.077 -0.051 0.171  N2 1.271, N4 1.384, C5 1.705
4 N 2.531 -1.196 -0.461  C3 1.384, H11 1.007, H12 1.014
5 C 0.478 0.494 -0.059  C3 1.705, C6 1.486, C7 1.302
6 C 0.340 1.932 0.290  C5 1.486, H13 1.089, H14 1.090, H15 1.091
7 C -0.322 -0.427 -0.511  C5 1.302, N8 1.365, C9 1.706
8 N -0.230 -1.765 -0.766  C7 1.365, H16 1.010, H17 1.009
9 C -1.908 0.200 -0.543  C7 1.706, C10 1.520, H18 1.087, H19 1.091
10 C -2.644 -0.119 0.749  C9 1.520, H20 1.091, H21 1.092, H22 1.089
11 H 2.109 -1.448 -1.339  N4 1.007
12 H 3.528 -1.375 -0.428  N4 1.014
13 H -0.460 2.088 1.011  C6 1.089
14 H 1.284 2.254 0.732  C6 1.090
15 H 0.146 2.533 -0.600  C6 1.091
16 H 0.328 -2.298 -0.115  N8 1.010
17 H -1.063 -2.229 -1.095  N8 1.009
18 H -1.927 1.264 -0.763  C9 1.087
19 H -2.363 -0.315 -1.391  C9 1.091
20 H -2.627 -1.190 0.958  C10 1.091
21 H -3.691 0.183 0.692  C10 1.092
22 H -2.184 0.394 1.593  C10 1.089

These are the Löwdin partial charges, in e, on atoms 1 to 6: 0.041, 0.077, -0.396, 0.086, -0.173, -0.080

#z
The following is a DFT calculation (ωB97M-V with the def2-TZVPD basis set) of C6H13N3 in the gas phase.

Computed properties:
Kohn-Sham gap (alpha / beta) = 5.6 / 8.6 eV
M = 127.19 Da
charge = 0
HOMO level (alpha / beta) = -5.9 / -7.8 eV

Last columns: bonded neighbours and bond lengths (Å).
Atoms and positions in Å:
1 C 0.880 0.748 -1.495  C5 1.428, N6 1.352, H10 1.081
2 C -1.239 0.670 0.944  N4 1.453, H16 1.091, H17 1.092, H18 1.094
3 C -1.736 -1.104 -0.651  N4 1.454, H15 1.091, H19 1.092, H20 1.097
4 N -0.713 -0.305 0.005  C2 1.453, C3 1.454, C7 1.535
5 C 1.577 0.213 -0.369  C1 1.428, C7 1.789, N9 1.257
6 N 0.856 2.073 -1.766  C1 1.352, H11 1.010, H12 1.007
7 C 0.571 -1.028 0.437  N4 1.535, C5 1.789, C8 1.413, H14 1.093
8 C 0.765 -1.388 1.790  C7 1.413, H21 1.082, H22 1.079
9 N 2.539 0.717 0.263  C5 1.257, H13 1.032
10 H 0.599 0.093 -2.308  C1 1.081
11 H 1.159 2.698 -1.034  N6 1.010
12 H 0.314 2.429 -2.536  N6 1.007
13 H 2.535 0.312 1.213  N9 1.032
14 H 0.646 -1.896 -0.222  C7 1.093
15 H -1.278 -1.752 -1.400  C3 1.091
16 H -0.419 1.256 1.360  C2 1.091
17 H -1.912 1.347 0.413  C2 1.092
18 H -1.779 0.197 1.770  C2 1.094
19 H -2.453 -0.442 -1.142  C3 1.092
20 H -2.269 -1.743 0.064  C3 1.097
21 H 0.574 -0.670 2.576  C8 1.082
22 H 0.784 -2.426 2.086  C8 1.079

These are the Löwdin partial charges, in e, on atoms 1 to 6: -0.173, -0.101, -0.098, -0.287, -0.318, 0.093

Which of them is the most stable? Correct choice: #y.

#w
The following is a DFT calculation (ωB97M-V with the def2-TZVPD basis set) of C6H13N3 in the gas phase.

Computed properties:
Kohn-Sham gap = 9.5 eV
M = 127.19 Da
charge = 0
HOMO level = -8.5 eV
SMILES string = C[C@H]1CCCN=CN1N

Last columns: bonded neighbours and bond lengths (Å).
Atoms and positions in Å:
1 C -0.565 1.355 1.449  C2 1.499, H10 1.272, H11 1.221, H12 1.216
2 C -0.718 1.044 -0.009  C1 1.499, C3 1.503, N8 1.455, H13 1.186
3 C 0.460 1.460 -0.845  C2 1.503, C4 1.626, H14 1.132, H15 1.138
4 C 1.581 0.285 -0.920  C3 1.626, C5 1.502, H16 1.180, H17 1.129
5 C 1.972 -0.454 0.328  C4 1.502, N6 1.490, H18 1.119, H19 1.107
6 N 0.987 -1.552 0.542  C5 1.490, C7 1.252
7 C -0.245 -1.446 0.345  N6 1.252, N8 1.453, H20 1.074
8 N -0.984 -0.361 -0.277  C2 1.455, C7 1.453, N9 1.405
9 N -2.292 -0.673 -0.684  N8 1.405, H21 1.009, H22 1.058
10 H 0.577 1.125 1.958  C1 1.272
11 H -1.257 0.626 2.143  C1 1.221
12 H -0.974 2.482 1.654  C1 1.216
13 H -1.734 1.638 -0.153  C2 1.186
14 H 1.041 2.333 -0.419  C3 1.132
15 H 0.057 1.765 -1.865  C3 1.138
16 H 2.504 0.727 -1.506  C4 1.180
17 H 1.279 -0.445 -1.727  C4 1.129
18 H 2.452 0.071 1.191  C5 1.119
19 H 2.906 -1.018 0.141  C5 1.107
20 H -0.766 -2.358 0.572  C7 1.074
21 H -2.265 -1.385 -1.398  N9 1.009
22 H -2.712 -0.923 0.254  N9 1.058

These are the Löwdin partial charges, in e, on atoms 1 to 6: -0.117, -0.451, -0.152, -0.197, -0.256, 0.036

#x
The following is a DFT calculation (ωB97M-V with the def2-TZVPD basis set) of C6H13N3 in the gas phase.

Computed properties:
Kohn-Sham gap = 9.1 eV
M = 127.19 Da
charge = 0
HOMO level = -8.2 eV
SMILES string = C=CC(N)(C=C)NNC

Last columns: bonded neighbours and bond lengths (Å).
Atoms and positions in Å:
1 C 0.479 2.050 0.756  C2 1.325, H10 1.080, H11 1.080
2 C -0.386 1.061 0.920  C1 1.325, C3 1.634, H12 1.081
3 C -0.975 0.108 -0.270  C2 1.634, N4 1.452, C5 1.495, N7 1.466
4 N -2.407 -0.044 -0.080  C3 1.452, H13 1.015, H14 1.015
5 C -0.722 0.632 -1.647  C3 1.495, C6 1.326, H15 1.083
6 C 0.269 0.258 -2.444  C5 1.326, H16 1.079, H17 1.077
7 N -0.162 -1.087 -0.025  C3 1.466, N8 1.426, H18 1.016
8 N 0.508 -0.964 1.227  N7 1.426, C9 1.459, H19 1.018
9 C 1.938 -1.192 1.046  N8 1.459, H20 1.084, H21 1.095, H22 1.086
10 H 1.108 2.099 -0.121  C1 1.080
11 H 0.582 2.843 1.482  C1 1.080
12 H -1.033 1.020 1.786  C2 1.081
13 H -2.638 -0.316 0.871  N4 1.015
14 H -2.801 -0.722 -0.725  N4 1.015
15 H -1.441 1.381 -1.956  C5 1.083
16 H 0.970 -0.506 -2.147  C6 1.079
17 H 0.355 0.635 -3.450  C6 1.077
18 H -0.676 -1.952 -0.161  N7 1.016
19 H 0.144 -1.584 1.948  N8 1.018
20 H 2.307 -0.460 0.336  C9 1.084
21 H 2.151 -2.188 0.646  C9 1.095
22 H 2.429 -1.071 2.007  C9 1.086

These are the Löwdin partial charges, in e, on atoms 1 to 6: -0.018, -0.124, -0.528, 0.075, -0.134, 0.022

Which of them is the most stable? Correct choice: #x.

#w
The following is a DFT calculation (ωB97M-V with the def2-TZVPD basis set) of a gas-phase ion, C2H6N3 (charge +1).

Computed properties:
Kohn-Sham gap = 11.4 eV
M = 72.09 Da
charge = +1
HOMO level = -15.2 eV
SMILES string = C=NC(N)=[NH2+]

Last columns: bonded neighbours and bond lengths (Å).
Atoms and positions in Å:
1 C -0.601 -0.887 1.724  N2 1.248, H6 1.170, H7 1.093
2 N -0.981 -0.003 0.929  C1 1.248, C3 1.755
3 C -0.011 0.252 -0.511  N2 1.755, N4 1.318, N5 1.311
4 N 0.796 1.283 -0.356  C3 1.318, H8 1.000, H9 1.012
5 N -0.050 -0.464 -1.609  C3 1.311, H10 0.986, H11 1.003
6 H -1.082 -1.003 2.783  C1 1.170
7 H 0.205 -1.617 1.619  C1 1.093
8 H 0.587 1.920 0.386  N4 1.000
9 H 1.226 1.908 -1.026  N4 1.012
10 H -0.505 -1.336 -1.544  N5 0.986
11 H 0.417 -0.052 -2.395  N5 1.003

These are the Löwdin partial charges, in e, on atoms 1 to 6: -0.056, 0.095, -0.245, 0.198, 0.235, 0.135

#x
The following is a DFT calculation (ωB97M-V with the def2-TZVPD basis set) of a gas-phase ion, C2H6N3 (charge +1).

Computed properties:
Kohn-Sham gap = 9.3 eV
M = 72.09 Da
charge = +1
HOMO level = -14.4 eV
SMILES string = [H]/N=N/C=[NH+]/C

Last columns: bonded neighbours and bond lengths (Å).
Atoms and positions in Å:
1 H -1.749 1.056 -3.120  N2 1.032
2 N -1.416 0.355 -2.439  H1 1.032, N3 1.199
3 N -0.559 0.799 -1.727  N2 1.199, C4 1.539
4 C 0.220 0.029 -0.645  N3 1.539, N5 1.283, H7 1.081
5 N -0.111 0.045 0.594  C4 1.283, C6 1.442, H8 1.018
6 C 0.705 -0.491 1.655  N5 1.442, H9 1.090, H10 1.090, H11 1.088
7 H 1.184 -0.313 -0.998  C4 1.081
8 H -1.016 0.423 0.870  N5 1.018
9 H 1.415 0.249 2.026  C6 1.090
10 H 1.263 -1.359 1.304  C6 1.090
11 H 0.064 -0.794 2.480  C6 1.088

These are the Löwdin partial charges, in e, on atoms 1 to 6: 0.113, 0.132, 0.008, 0.040, 0.042, -0.011

Which of them is the most stable? Correct choice: #w.